# 1
Molecular formula: C45H51BIrN4P2S2
Method: DFT, wB97M-V/def2-TZVPD

ORCA input file:
```
! wB97M-V def2-TZVPD RIJCOSX def2/J DEFGRID3
* xyz 1 1
Ir -0.390 0.155 -0.008
C -3.472 1.470 1.449
C -3.101 2.294 0.216
C -3.644 3.715 0.423
P -1.272 2.291 -0.111
C -1.155 3.377 -1.609
C -0.177 4.542 -1.473
C -0.872 2.562 -2.861
C -0.655 3.071 1.387
C -0.778 4.424 1.727
C -0.311 4.899 2.933
C 0.286 4.002 3.818
C 0.398 2.660 3.528
C -0.102 2.157 2.308
N 0.007 0.830 1.915
C 0.928 0.033 2.645
C 0.760 -0.387 3.955
C 1.736 -1.190 4.533
C 2.859 -1.573 3.816
C 3.040 -1.137 2.506
C 2.077 -0.327 1.923
P 1.911 0.368 0.235
C 2.986 -0.640 -0.872
C 2.714 -2.147 -0.743
C 4.494 -0.409 -0.669
C 2.550 2.093 0.218
C 3.714 2.399 1.158
C 2.833 2.539 -1.221
H -4.552 1.517 1.589
H -3.002 1.891 2.341
H -3.193 0.421 1.368
H -3.580 1.886 -0.675
H -3.357 4.114 1.393
H -4.734 3.663 0.402
H -3.348 4.428 -0.346
H -2.163 3.782 -1.721
H 0.805 4.206 -1.156
H -0.508 5.289 -0.757
H -0.065 5.036 -2.440
H 0.111 2.107 -2.778
H -0.872 3.222 -3.729
H -1.610 1.774 -3.029
H -1.233 5.111 1.030
H -0.396 5.946 3.184
H 0.679 4.362 4.760
H 0.874 2.009 4.243
H -0.119 -0.093 4.515
H 1.606 -1.528 5.553
H 3.603 -2.208 4.277
H 3.931 -1.430 1.970
H 2.725 -0.317 -1.885
H 3.436 -2.598 -0.063
H 2.832 -2.633 -1.713
H 1.729 -2.392 -0.353
H 4.791 -0.554 0.368
H 4.838 0.570 -0.980
H 5.033 -1.147 -1.267
H 1.686 2.656 0.580
H 4.659 1.988 0.805
H 3.533 2.024 2.166
H 3.833 3.481 1.228
H 3.727 2.080 -1.633
H 2.997 3.618 -1.243
H 2.004 2.322 -1.898
S -1.928 -2.642 4.852
C -2.472 -3.756 6.021
C -2.586 -5.012 5.510
C -2.226 -5.070 4.139
C -1.844 -3.856 3.636
C -1.417 -3.546 2.267
C -1.048 -2.228 1.922
N -0.627 -1.896 0.723
C -0.640 -2.828 -0.261
C -0.973 -4.160 -0.025
C -0.920 -5.092 -1.121
C -0.568 -4.688 -2.359
C -0.251 -3.310 -2.633
C 0.155 -2.849 -3.892
C 0.464 -1.518 -4.076
C 0.300 -0.656 -2.975
N -0.087 -1.059 -1.781
C -0.325 -2.383 -1.594
C 0.934 -0.977 -5.357
C 1.086 -1.641 -6.543
C 1.579 -0.809 -7.581
C 1.797 0.467 -7.162
S 1.402 0.670 -5.515
C -1.349 -4.508 1.281
H -2.684 -3.425 7.025
H -2.918 -5.863 6.084
H -2.257 -5.979 3.558
H -1.089 -1.424 2.642
H -1.170 -6.127 -0.932
H -0.527 -5.396 -3.176
H 0.235 -3.553 -4.710
H 0.450 0.402 -3.088
H 0.847 -2.685 -6.684
H 1.757 -1.145 -8.591
H 2.160 1.302 -7.738
H -1.607 -5.536 1.496
B -4.794 -0.754 -1.627
C -3.345 -0.509 -1.058
N -2.281 -0.288 -0.665
H -4.647 -1.152 -2.760
H -5.332 -1.542 -0.887
H -5.318 0.342 -1.600
*
```

## Properties
energy relative to the best compared isomer or geometry (same formula, charge and spin)	182.1	kJ/mol
maximum force	0.028	hartree/bohr
E_HOMO	-9.7220	eV
lowest unoccupied orbital energy	-0.1263	hartree
energy	-97214.727	eV

# 2
Molecular formula: C36H44CoN5OP2Si
Method: DFT, wB97M-V/def2-TZVPD

ORCA input file:
```
! wB97M-V def2-TZVPD RIJCOSX def2/J DEFGRID3
* xyz 1 4
Co 0.701 0.295 0.696
C -2.831 0.304 1.826
N -2.288 0.256 0.461
P -1.208 -1.095 0.185
C -1.649 -1.555 -1.527
C -2.797 -1.127 -2.183
C -3.122 -1.652 -3.422
C -2.314 -2.615 -4.002
C -1.161 -3.035 -3.360
C -0.832 -2.508 -2.125
C -2.085 -2.504 0.961
C -1.348 -3.340 1.792
C -1.924 -4.479 2.329
C -3.240 -4.786 2.034
C -3.981 -3.954 1.207
C -3.408 -2.819 0.665
P -1.227 1.633 0.207
C -2.397 3.012 0.481
C -3.765 2.875 0.255
C -4.610 3.952 0.442
C -4.103 5.172 0.857
C -2.741 5.320 1.066
C -1.890 4.243 0.878
C -1.125 1.687 -1.616
C -2.229 1.880 -2.440
C -2.071 1.926 -3.812
C -0.808 1.810 -4.368
C 0.299 1.652 -3.551
C 0.143 1.598 -2.177
H -3.224 -0.675 2.094
H -3.643 1.028 1.859
H -2.084 0.601 2.565
H -3.436 -0.394 -1.717
H -4.018 -1.329 -3.930
H -2.584 -3.053 -4.950
H -0.530 -3.786 -3.815
H 0.052 -2.854 -1.603
H -0.317 -3.094 2.012
H -1.349 -5.135 2.965
H -3.695 -5.668 2.456
H -5.003 -4.206 0.974
H -3.984 -2.178 0.014
H -4.173 1.923 -0.049
H -5.669 3.836 0.267
H -4.769 6.006 1.011
H -2.346 6.274 1.382
H -0.827 4.348 1.047
H -3.212 2.004 -2.016
H -2.931 2.071 -4.448
H -0.689 1.864 -5.438
H 1.284 1.590 -3.991
H 1.002 1.497 -1.518
C -0.418 -0.805 4.255
C 1.009 -0.603 3.861
C 2.043 -0.971 4.710
C 3.356 -0.731 4.319
C 3.610 -0.096 3.128
C 2.524 0.296 2.317
N 1.254 -0.027 2.687
N 2.561 0.977 1.167
Si 3.953 1.825 0.550
C 3.344 2.906 -0.892
C 4.704 2.910 1.937
C 5.328 0.692 -0.163
H -0.490 -1.251 5.241
H -0.932 -1.439 3.535
H -0.922 0.160 4.276
H 1.829 -1.427 5.662
H 4.170 -1.038 4.960
H 4.616 0.106 2.801
H 2.439 3.449 -0.645
H 3.148 2.315 -1.781
H 4.105 3.633 -1.157
H 3.943 3.542 2.387
H 5.480 3.556 1.540
H 5.148 2.326 2.737
H 4.922 -0.085 -0.804
H 5.921 0.214 0.612
H 6.004 1.294 -0.764
C 4.071 -3.174 -2.162
N 3.241 -2.379 -1.287
C 2.299 -1.501 -1.680
N 2.143 -1.304 -3.009
O 1.612 -0.891 -0.854
H 4.811 -3.694 -1.563
H 4.599 -2.544 -2.880
H 3.479 -3.919 -2.701
H 3.349 -2.477 -0.290
H 2.533 -1.940 -3.682
H 1.375 -0.721 -3.300
*
```

## Properties
energy relative to the best compared isomer or geometry (same formula, charge and spin)	143.4	kJ/mol
maximum force	0.037	hartree/bohr
E_HOMO (alpha / beta)	-9.8297 / -9.7934	eV
<S²>	3.76
lowest unoccupied orbital energy (alpha / beta)	-0.0839 / -0.0935	hartree
energy	-111625.156	eV

# 3
Molecular formula: C22H47BrN2O8PS
Method: DFT, wB97M-V/def2-TZVPD

ORCA input file:
```
! wB97M-V def2-TZVPD RIJCOSX def2/J DEFGRID3
* xyz 1 1
C 6.899 0.269 0.577
C 6.723 -1.029 -0.300
C 5.243 -1.574 -0.219
C 5.040 -2.747 -1.267
C 3.567 -2.554 -1.860
C 3.651 -1.378 -2.891
C 2.264 -0.787 -3.349
C 1.199 -0.672 -2.208
C 1.440 0.591 -1.275
C 1.567 0.196 0.248
C 0.520 0.871 1.212
C 1.259 1.621 2.383
N 2.115 2.731 1.932
C 3.360 2.703 2.764
C -0.309 -0.265 1.965
N -1.750 -0.101 1.520
C -2.016 -1.486 0.908
O -3.377 -1.649 0.562
C -3.764 -2.996 0.989
O -4.909 -3.324 0.260
C -6.053 -2.643 0.783
C -7.165 -2.605 -0.361
O -6.837 -3.545 -1.376
P -2.626 -0.214 3.078
O -2.407 0.980 3.984
C -1.893 1.099 0.638
Br -2.030 0.631 -1.304
C -2.745 2.335 1.076
C -3.700 2.901 -0.051
C -2.951 3.891 -1.035
S -3.406 3.647 -2.791
O -2.143 3.762 -3.565
O -4.144 2.384 -3.024
O -4.415 4.881 -3.250
O -0.555 1.648 0.664
H 6.981 0.000 1.656
H 7.826 0.818 0.293
H 6.044 0.976 0.458
H 7.373 -1.816 0.144
H 6.968 -0.839 -1.373
H 4.979 -1.915 0.811
H 4.579 -0.701 -0.447
H 5.105 -3.733 -0.750
H 5.736 -2.667 -2.132
H 3.324 -3.511 -2.381
H 2.921 -2.351 -0.978
H 4.142 -1.792 -3.809
H 4.325 -0.551 -2.549
H 1.861 -1.438 -4.157
H 2.427 0.224 -3.792
H 1.078 -1.618 -1.624
H 0.206 -0.513 -2.708
H 2.441 0.995 -1.584
H 0.709 1.396 -1.490
H 2.579 0.526 0.596
H 1.581 -0.917 0.307
H 0.536 2.046 3.129
H 1.824 0.816 2.937
H 2.444 2.592 0.978
H 3.119 2.370 3.795
H 4.142 2.081 2.264
H 3.793 3.730 2.854
H -0.175 -0.009 3.050
H 0.152 -1.263 1.836
H -1.814 -2.206 1.748
H -1.291 -1.744 0.106
H -3.962 -2.968 2.092
H -2.976 -3.729 0.703
H -5.827 -1.589 1.096
H -6.506 -3.178 1.658
H -8.142 -2.852 0.105
H -7.253 -1.596 -0.828
H -6.213 -3.123 -1.971
H -2.242 -1.385 3.803
H -4.016 -0.333 2.746
H -3.378 2.202 1.978
H -2.042 3.170 1.314
H -4.443 3.534 0.500
H -4.297 2.120 -0.565
H -1.858 3.755 -0.853
H -3.198 4.933 -0.740
H -5.210 4.481 -3.640
*
```

## Properties
energy relative to the best compared isomer or geometry (same formula, charge and spin)	0.0	kJ/mol
SMILES string	CCCCCCCCCC[C@]1(CNC)C[N@@+](COCOCCO)([PH2]=O)[C@@](Br)(CCCS(=O)(=O)O)O1
maximum force	0.106	hartree/bohr
E_HOMO	-11.8662	eV
lowest unoccupied orbital energy	-0.1230	hartree
energy	-133090.729	eV

# 4
Molecular formula: C3H2BrNO4
Method: DFT, wB97M-V/def2-TZVPD

ORCA input file:
```
! wB97M-V def2-TZVPD RIJCOSX def2/J DEFGRID3
* xyz 0 1
O 0.008 -2.714 -0.381
C -0.113 -1.559 -0.261
O -0.813 -0.784 -1.157
C -0.715 0.504 -0.784
Br -2.307 0.916 0.286
N 0.421 0.496 0.022
O 0.947 1.771 0.267
C 0.621 -0.618 0.705
O 1.310 -0.841 1.639
H -0.676 1.111 -1.571
H 1.318 1.719 1.236
*
```

## Properties
energy relative to the best compared isomer or geometry (same formula, charge and spin)	216.9	kJ/mol
SMILES string	O=C1O[C@@H](Br)N(O)C1=O
maximum force	0.078	hartree/bohr
E_HOMO	-10.6062	eV
lowest unoccupied orbital energy	-0.0169	hartree
energy	-82863.559	eV